Computed, not measured: a cluster of 2 separate species, C4H11N3O2 in total in a non-equilibrium geometry, with ωB97M-V with the def2-TZVPD basis set.

```
20
Properties=species:S:1:pos:R:3:forces:R:3:nbo_charge:R:1
C 0.83809 -2.77027 -1.86130 -2.5 -1.5 -0.6 -0.405
C 0.85135 -0.45541 -0.79507 0.9 -1.7 0.0 0.601
N 1.53446 0.51730 -0.31985 -1.3 0.1 0.7 -0.837
N 1.20333 -1.40035 -1.78859 0.2 1.8 0.4 -0.663
N -0.39830 -0.84372 -0.32429 -0.5 0.4 -1.5 -0.836
H 2.54383 0.62324 -0.28243 -0.4 -0.7 -1.0 0.379
H -1.45699 1.51836 -0.05985 -3.3 0.1 4.0 0.492
H 1.88684 -1.06998 -2.42158 0.7 0.1 -0.4 0.389
H -0.78753 -0.32706 0.44095 -0.2 0.1 0.1 0.403
H -1.03047 -1.06859 -1.13046 0.5 0.3 1.6 0.387
H 1.34260 -3.39186 -1.15865 0.6 -0.4 0.8 0.187
H 1.05364 -3.22036 -2.85704 -0.1 0.7 0.5 0.209
H -0.28878 -2.99357 -1.64767 1.9 0.7 -0.6 0.193
C -0.50826 2.56433 2.02690 1.1 -2.5 1.6 -0.745
C -1.74365 1.74672 2.08553 -0.3 -0.9 -2.7 0.801
O -2.24851 1.43979 0.77721 3.2 0.2 -2.3 -0.753
O -2.25728 1.22095 3.01734 -0.2 0.5 0.2 -0.547
H -0.25887 2.91014 1.04216 0.2 0.4 0.0 0.237
H 0.24189 1.76600 2.40226 -0.6 1.3 -1.0 0.263
H -0.51740 3.23435 2.85444 0.0 1.1 0.2 0.249
```
Positions in Å, forces in eV/Å.

Properties
net charge: 0
HOMO level: -9.202 eV
multiplicity: 1
structure (SMILES): [H]/N=C(/N)NC.CC(=O)O
lowest unoccupied orbital energy: 0.55 eV
molecular weight: 133.15 g/mol
energy relative to the best compared isomer or geometry (same formula, charge and spin): 54.8 kcal/mol